The following is a DFT calculation (ωB97M-V with the def2-TZVPD basis set) of a molecular structure, C36H57CsF6N4OSi at a distorted geometry.

```
! RIJCOSX wB97M-V def2-TZVPD def2/J DEFGRID3
* xyz -2 1
Cs 13.15820 11.63944 10.56989
C 12.77250 14.35205 14.25103
C 11.50765 13.73104 14.24098
C 10.77135 14.31682 13.15968
C 11.62442 15.23122 12.51915
C 12.85275 15.24052 13.17746
C 14.07347 16.02275 12.82960
C 14.87622 16.45226 14.06903
C 15.05842 15.13287 11.99767
C 13.68779 17.25801 12.01229
C 9.36980 14.12101 12.62635
C 9.46229 13.42090 11.23126
C 8.79179 15.57159 12.44207
C 8.36792 13.34170 13.46491
C 11.18303 12.58555 15.17420
C 9.94878 12.85234 16.06569
C 12.34714 12.45236 16.18362
C 11.12099 11.27336 14.38008
H 13.58624 14.16621 14.94991
H 11.35719 15.80889 11.65306
H 15.30424 15.58028 14.55174
H 14.25209 16.96034 14.80076
H 15.69573 17.09665 13.78930
H 15.38343 14.25236 12.54702
H 15.94477 15.70054 11.72634
H 14.57886 14.82950 11.06916
H 12.97031 17.87700 12.55034
H 13.19430 16.97212 11.07990
H 14.58026 17.83296 11.76896
H 10.18202 13.88004 10.54450
H 8.50247 13.40412 10.73030
H 9.78562 12.37814 11.32594
H 9.29097 16.11498 11.64719
H 8.90392 16.15841 13.36239
H 7.73628 15.54354 12.21908
H 8.69660 12.32130 13.64783
H 7.43770 13.25852 12.90146
H 8.14786 13.84490 14.41202
H 9.83800 13.93111 16.19753
H 10.08299 12.41470 17.05682
H 9.02257 12.42148 15.67251
H 12.47312 13.36490 16.75544
H 13.32239 12.23149 15.72509
H 12.13247 11.67548 16.90776
H 10.44755 11.28466 13.52020
H 10.86455 10.44282 15.01747
H 12.09476 11.05032 13.95057
C 15.51915 10.39399 14.50853
C 15.70455 9.52230 13.28241
C 16.54553 8.39789 13.49766
C 16.75687 7.50465 12.45490
C 16.11010 7.75592 11.25959
C 15.23059 8.89534 11.06873
N 15.07365 9.77521 12.13680
N 14.60154 9.14371 9.94289
Si 14.43541 8.39752 8.38739
C 13.15869 9.46144 7.46364
C 16.12248 8.50896 7.48390
C 13.74627 6.64876 8.61865
H 16.40425 10.41806 15.14586
H 14.67954 10.03702 15.11397
H 15.27541 11.41649 14.21361
H 16.97506 8.26480 14.50494
H 17.38919 6.60857 12.56099
H 16.25123 7.09218 10.40660
H 13.28356 10.52667 7.58860
H 12.15617 9.20660 7.79921
H 13.22128 9.23331 6.39674
H 16.42830 9.52571 7.25660
H 16.04685 7.96314 6.55499
H 16.91962 8.07556 8.08030
H 12.81778 6.68497 9.18581
H 14.44703 5.97412 9.12429
H 13.52058 6.24954 7.61446
N 10.33719 9.68599 11.40900
C 9.26825 9.39197 11.88816
N 8.07696 9.19847 12.43607
C 6.96211 8.57512 11.69657
C 6.68659 7.13610 12.19911
C 6.71820 6.99228 13.75424
C 7.77054 7.84356 14.49482
C 7.89378 9.26687 13.92232
H 7.21200 8.59427 10.63641
H 6.11122 9.24071 11.84023
H 7.46465 6.49778 11.76127
H 5.73170 6.82302 11.75427
H 6.86432 5.93349 14.01774
H 5.73357 7.22397 14.16365
H 8.74637 7.34969 14.44560
H 7.53926 7.89030 15.56831
H 8.72872 9.86532 14.31282
H 6.96364 9.83816 14.08361
C 12.40726 15.53622 8.25651
C 12.43345 14.13116 7.59488
O 12.67942 13.05913 8.40812
C 10.97240 13.82904 6.89716
F 10.53788 14.78215 6.00920
F 11.03850 12.66083 6.22519
F 10.07692 13.78336 7.92715
C 13.69068 14.17197 6.49730
F 13.60017 15.11808 5.50294
F 14.81737 14.44928 7.24867
F 13.81696 12.96482 5.89630
H 11.52074 15.63823 8.87700
H 12.38704 16.30349 7.48004
H 13.29301 15.68609 8.87183
*
```

## Properties
HOMO level = -0.9 eV
LUMO energy = 3.55 eV
relative energy (zero: lowest compared OMol25 entry of this formula, charge and spin) = 0.0 kcal per mole
orbital gap = 4.4469 eV

=====

The following is a DFT calculation (ωB97M-V with the def2-TZVPD basis set) of 3 unconnected molecules or ions with the total composition C36H57N4O7P at a distorted geometry.

```
! RIJCOSX wB97M-V def2-TZVPD def2/J DEFGRID3
* xyz 0 3
C 3.99376 5.55851 1.58011
C 2.55065 5.29204 1.54994
C 1.96011 3.96270 1.10584
C 2.57409 2.70976 1.55538
C 2.01678 1.44927 1.07971
C 0.87106 1.48534 0.17515
C 0.22404 2.74960 -0.25028
C 0.77962 4.00428 0.22540
C -1.00044 2.67894 -1.21876
O -1.91212 3.46063 -1.15952
C -0.90878 1.53318 -2.29195
C -1.44956 1.81761 -3.72265
C -2.93297 1.31288 -3.98859
N -3.67404 0.91857 -2.77025
C -4.97760 1.68630 -2.73929
C -4.81974 3.15186 -2.20876
C -4.09316 -0.47641 -2.79413
C -4.11037 -1.20096 -1.39086
O -4.45781 -1.09231 -3.76704
C -0.31539 0.36955 -1.88787
P -0.06969 -1.06367 -3.03939
N 1.30195 -0.79469 -3.80184
O -1.28018 -1.24664 -4.15787
O 0.05724 -2.47455 -2.18862
C 0.23357 0.19199 -0.42344
O 0.17304 -0.83810 0.19554
H 4.55190 5.90466 0.67404
H 4.61726 5.42453 2.50191
H 1.88437 6.13777 1.83855
H 3.46111 2.65044 2.21860
H 2.42754 0.45659 1.35749
H 0.35284 4.98499 -0.08800
H -0.76425 1.31236 -4.45918
H -1.38427 2.91948 -3.89644
H -2.89295 0.53785 -4.78926
H -3.48871 2.18692 -4.43590
H -5.46130 1.60416 -3.75009
H -5.63013 1.10749 -2.02065
H -5.79922 3.67528 -2.40208
H -4.58423 3.16717 -1.11134
H -4.00353 3.64258 -2.80654
H -4.94172 -0.69655 -0.81647
H -3.13503 -1.13534 -0.85597
H -4.46764 -2.24811 -1.56094
H 1.15423 -0.76278 -4.81252
H -0.92211 -1.18829 -5.05867
H 0.87948 -2.91105 -2.47715
C 5.55697 -1.23499 -2.20797
C 5.56503 0.30765 -2.07237
C 6.74546 1.03391 -2.76006
C 8.08202 0.94768 -2.04106
C 7.91899 1.35940 -0.57900
C 6.81881 0.54828 0.11713
N 5.50836 0.61131 -0.61447
O 5.01412 1.83514 -0.47881
C 7.36960 -0.89599 0.26554
C 6.65976 1.00777 1.57628
C 4.33504 0.70892 -2.92460
H 5.84650 -1.77267 -1.30786
H 4.54379 -1.61060 -2.37596
H 6.19296 -1.57893 -3.02383
H 6.50218 2.10056 -2.84037
H 6.85618 0.68314 -3.79030
H 8.48866 -0.06445 -2.13041
H 8.80673 1.60710 -2.52687
H 8.87424 1.22688 -0.06128
H 7.69848 2.43199 -0.52599
H 6.63374 -1.54676 0.74865
H 8.25459 -0.89646 0.90607
H 7.67853 -1.33589 -0.67647
H 6.40372 2.06612 1.66205
H 7.59247 0.86444 2.12613
H 5.88837 0.42267 2.08404
H 3.40340 0.30999 -2.52121
H 4.45364 0.29590 -3.93052
H 4.22825 1.78900 -3.04333
C -6.46087 -2.06185 4.82740
C -6.14724 -2.81031 3.50815
C -5.85003 -4.32199 3.65088
C -4.47640 -4.67510 4.19733
C -3.39291 -3.94165 3.40855
C -3.64522 -2.42919 3.37438
N -5.01661 -2.08677 2.86272
O -5.05479 -2.35688 1.56473
C -3.38056 -1.91013 4.81388
C -2.55466 -1.72486 2.54812
C -7.51536 -2.76892 2.78401
H -5.65666 -1.42766 5.19274
H -7.26912 -1.33860 4.68857
H -6.74165 -2.74411 5.62992
H -5.92183 -4.78859 2.66072
H -6.62404 -4.80402 4.25569
H -4.42726 -4.43664 5.26437
H -4.31489 -5.75409 4.12235
H -2.41778 -4.15409 3.85745
H -3.34639 -4.34727 2.39129
H -3.55024 -0.83049 4.87685
H -2.33658 -2.07823 5.08733
H -3.97524 -2.41464 5.56819
H -2.50610 -2.08152 1.51746
H -1.56996 -1.89892 2.98679
H -2.71849 -0.64429 2.53271
H -7.83320 -1.74901 2.56073
H -8.27365 -3.20881 3.43883
H -7.53054 -3.34836 1.85931
*
```

## Properties
HOMO level (spin up / spin down) = -7.7 / -8.7 eV
LUMO energy (spin up / spin down) = -0.78 / -0.91 eV
orbital gap (spin up / spin down) = 6.8834 / 7.7805 eV

=====

The following is a DFT calculation (ωB97M-V with the def2-TZVPD basis set) of a molecular structure, C36H58BBr2Cl28F2N3O3 at a distorted geometry.

```
! RIJCOSX wB97M-V def2-TZVPD def2/J DEFGRID3
* xyz 0 1
C 0.89781 1.43164 3.64273
C 1.98050 1.74589 2.52792
C 2.39594 0.46738 1.65962
F 2.50154 -0.72134 2.41938
C 1.45997 0.40143 0.42029
C 1.89897 1.16985 -0.82970
C 3.23538 2.01643 -0.86262
C 4.44731 1.16105 -1.43963
N 5.65213 1.97707 -1.71699
C 1.09659 1.16897 -2.06548
C 1.56525 1.91625 -3.35430
C 2.19232 0.67765 -4.29746
C 3.36038 1.16361 -5.34109
O 1.88932 0.75891 -5.73564
C -0.23131 0.43196 -2.13937
N -0.92709 0.52854 -3.33640
C -2.11407 -0.15027 -3.22132
C -2.99584 -0.04810 -4.52793
C -3.14954 -1.45537 -5.25641
F -3.14182 -1.20379 -6.67582
C -2.58528 -0.91752 -2.01644
C -3.95493 -1.70833 -1.89057
Br -5.53388 -0.61329 -2.35104
C -3.90455 -3.14602 -2.62870
C -3.64542 -4.26064 -1.49697
Br -5.66238 -3.64170 -3.42724
N -1.84265 -0.98754 -0.87395
C -0.65722 -0.28069 -0.93279
C 0.17982 -0.28740 0.32484
B -0.43918 -1.07505 1.58617
O -1.25132 -0.33488 2.47602
O -0.29608 -2.44446 1.86760
C 0.76671 -3.08426 1.13240
H -0.08353 1.89319 3.32461
H 1.19793 2.00681 4.56569
H 0.81185 0.33968 3.86096
H 2.89969 2.25083 2.93248
H 1.52579 2.47384 1.78828
H 3.45014 0.69225 1.31701
H 3.09122 2.99983 -1.40603
H 3.50606 2.33010 0.19271
H 4.13327 0.67570 -2.41263
H 4.76318 0.36221 -0.70853
H 5.37492 2.86174 -2.13981
H 6.21917 2.12204 -0.88273
H 2.45104 2.57583 -3.21592
H 0.72783 2.35568 -3.94883
H 2.32260 -0.36244 -3.80593
H 3.22598 2.14502 -5.87904
H 4.00517 0.30827 -5.64939
H -3.97843 0.46410 -4.33424
H -2.49292 0.60470 -5.30677
H -4.17655 -1.83390 -5.02205
H -2.30758 -2.16484 -5.01797
H -4.11003 -1.98279 -0.80602
H -3.05591 -3.24050 -3.33857
H -2.98572 -3.89328 -0.67088
H -4.67020 -4.57431 -1.14669
H -3.22873 -5.16189 -2.03654
H -1.30834 -0.88069 3.28417
H 0.64950 -4.19760 1.31772
H 1.78556 -2.82806 1.54317
H 0.69470 -2.95310 0.01989
C -1.57614 -3.34693 5.14768
Cl -3.21748 -3.39579 4.49385
Cl -1.23917 -1.78395 5.90710
H -1.46706 -4.13249 5.89092
H -0.86809 -3.50369 4.33664
C -0.57874 -0.65658 9.31613
Cl 0.83645 0.29680 9.77600
Cl -0.92298 -1.91369 10.51210
H -1.43939 0.00354 9.24054
H -0.38938 -1.12832 8.35589
C -1.17315 -5.20086 -4.82041
Cl -2.83198 -5.33722 -5.41192
Cl -0.88011 -3.61237 -4.09673
H -1.00212 -5.96673 -4.06826
H -0.48805 -5.33960 -5.65258
C -3.46534 1.05792 -8.90898
Cl -2.86474 2.51361 -8.10271
Cl -2.50597 0.67926 -10.34481
H -3.40839 0.22337 -8.21615
H -4.49759 1.22190 -9.20714
C 5.36425 5.64030 -0.02010
Cl 4.30005 5.14611 -1.34420
Cl 5.26953 4.50941 1.33853
H 6.38934 5.66904 -0.38763
H 5.06515 6.62790 0.32198
C -7.87487 -3.28850 -0.69406
Cl -7.43245 -4.66252 0.32864
Cl -8.71968 -2.04366 0.23458
H -6.97071 -2.85973 -1.11750
H -8.52603 -3.63711 -1.49148
C 0.90532 2.72660 -8.28972
Cl 1.50647 4.18297 -7.48320
Cl 1.86464 2.34865 -9.72640
H 0.96251 1.89039 -7.59632
H -0.12783 2.88954 -8.58770
C -3.81685 1.73140 2.32431
Cl -4.87972 2.62329 3.42228
Cl -3.11688 2.80091 1.10265
H -3.01366 1.27998 2.89923
H -4.39383 0.95652 1.82616
C -3.67679 -6.72814 2.97094
Cl -4.08366 -6.31746 1.30004
Cl -2.30903 -7.84594 3.04404
H -3.41472 -5.81755 3.50274
H -4.53939 -7.19612 3.43936
C -3.88657 -11.28765 4.90774
Cl -5.52343 -11.33756 4.24329
Cl -3.55167 -9.73145 5.67500
H -3.78296 -12.07529 5.64930
H -3.17421 -11.44257 4.10142
C 7.61001 7.65299 -2.76817
Cl 8.02503 6.25881 -1.76176
Cl 6.74290 8.87994 -1.83621
H 8.52647 8.09114 -3.15907
H 6.97775 7.31998 -3.58756
C -3.56262 -0.31130 12.57228
Cl -5.20460 -0.36421 11.91899
Cl -3.22313 1.25089 13.32722
H -3.45418 -1.09444 13.31800
H -2.85549 -0.47269 11.76240
C 10.21617 10.64733 -1.74414
Cl 11.15008 9.54784 -0.72507
Cl 9.93828 9.95606 -3.34840
H 9.25534 10.83563 -1.27188
H 10.76436 11.57934 -1.85336
C 2.85939 3.80521 6.33259
Cl 2.41380 4.20061 4.66852
Cl 4.21306 2.66973 6.38142
H 3.14617 4.71841 6.84708
H 2.00326 3.35439 6.82881
*
```

## Properties
HOMO level = -8.6 eV
LUMO energy = -0.83 eV
orbital gap = 7.8146 eV

=====

The following is a DFT calculation (ωB97M-V with the def2-TZVPD basis set) of 4 unconnected molecules or ions with the total composition C36H58BF4N4O13 at a distorted geometry.

```
! RIJCOSX wB97M-V def2-TZVPD def2/J DEFGRID3
* xyz 1 1
C -0.47364 8.17928 1.70717
C -1.01027 6.64951 1.49637
C 0.12481 5.82394 0.72453
O 0.49570 4.54473 1.22187
C -0.47000 3.51789 1.29615
C -0.19594 2.92224 2.80417
C -0.40630 4.07504 3.93848
C -1.95191 4.28461 4.33818
C -2.27022 3.82622 5.86389
F -1.51947 4.70055 6.74398
O -1.09042 1.86465 3.18164
C -0.99284 0.73975 2.23580
C 0.31707 -0.04424 2.66915
O 0.30044 -0.30616 4.13090
C 1.17457 -1.36868 4.43651
F 1.56289 -1.17984 5.80250
F 0.50007 -2.63095 4.42275
F 2.37342 -1.38971 3.69477
O -2.21498 0.00236 2.58135
C -2.10078 -1.42116 2.55056
C -3.59691 -2.05862 2.39962
C -1.17947 1.19404 0.71586
N -1.03623 -0.01195 -0.12260
B -2.82630 1.48074 0.64320
O -3.49323 2.40874 1.54313
O -3.69845 0.93715 -0.37718
N -0.38859 2.40986 0.24248
C 1.10031 2.15206 0.07772
N 1.45727 1.14392 -0.99148
C -0.79544 2.86274 -1.14422
C -1.86567 4.00901 -1.33480
C -1.58312 4.85225 -2.69867
O -0.48032 5.44801 -2.88735
N -2.56518 4.94657 -3.80852
C -3.88621 5.41095 -3.35863
C -5.10459 5.08495 -4.29653
C -6.53809 5.52883 -3.87063
C -6.81060 6.30461 -2.53084
C -5.60159 6.63827 -1.58644
C -4.19919 6.18850 -2.06241
H -1.30503 8.90153 2.00380
H 0.13263 8.50201 0.79652
H 0.26213 8.13696 2.60051
H -1.27893 6.27626 2.53663
H -2.00157 6.75729 0.91674
H -0.14311 5.88117 -0.40326
H 1.07422 6.48747 0.79368
H -1.50484 3.98738 1.37769
H 0.91850 2.62787 2.93057
H 0.10691 3.63590 4.87974
H 0.15153 5.03795 3.70288
H -2.17683 5.41704 4.32099
H -2.69815 3.79496 3.62457
H -3.37841 4.09718 6.03172
H -2.07094 2.72020 6.04861
H 0.53726 -1.01089 2.07097
H 1.30620 0.54958 2.57309
H -1.48342 -1.88752 1.71423
H -1.69240 -1.84256 3.53726
H -4.37974 -1.28906 2.70969
H -3.67492 -3.03522 3.00695
H -3.75961 -2.32273 1.28322
H -0.17407 -0.54502 0.03915
H -1.80018 -0.68608 -0.04998
H -4.45664 2.21899 1.56621
H -3.95448 0.03818 -0.06388
H 1.66310 1.92884 1.03597
H 1.66980 3.06739 -0.34801
H 1.59745 1.60779 -1.89852
H 2.36412 0.69978 -0.77447
H 0.10343 3.21121 -1.78860
H -1.18264 1.95964 -1.76125
H -2.89350 3.50826 -1.52916
H -2.03402 4.77636 -0.52543
H -2.62965 3.98918 -4.20267
H -4.98442 4.53363 -5.28689
H -7.43813 5.32292 -4.54038
H -7.84454 6.64404 -2.20491
H -5.72191 7.18418 -0.58506
H -3.30830 6.41893 -1.36550
O 2.20564 0.54735 -3.67826
C 2.77722 -0.51720 -3.65751
O 2.71646 -1.39097 -2.61916
C 3.59476 -2.49680 -2.87691
C 3.77981 -2.51536 -4.37406
C 3.68420 -1.04751 -4.73340
H 4.53572 -2.32655 -2.34367
H 3.14455 -3.41515 -2.51174
H 4.71468 -2.98371 -4.68618
H 2.95641 -3.06202 -4.84207
H 4.65272 -0.54635 -4.66210
H 3.24723 -0.90270 -5.72132
O 1.73710 -4.60993 -3.44949
C 2.12645 -5.60086 -2.87841
O 3.42890 -5.83940 -2.57679
C 3.55178 -7.14970 -2.00210
C 2.17835 -7.47916 -1.46943
C 1.26938 -6.75848 -2.44257
H 3.87183 -7.84308 -2.78138
H 4.30375 -7.13535 -1.21168
H 1.98893 -8.55150 -1.40306
H 2.05589 -7.05246 -0.46831
H 1.03400 -7.37514 -3.31323
H 0.35678 -6.41058 -1.95859
O 4.41070 -9.96595 -2.45282
C 4.65667 -10.42955 -1.36780
O 4.68947 -9.70038 -0.21918
C 5.11913 -10.53689 0.86219
C 4.82220 -11.94881 0.41444
C 5.01338 -11.86308 -1.08514
H 6.18716 -10.36940 1.02937
H 4.57394 -10.27266 1.76994
H 5.45609 -12.69520 0.89576
H 3.77978 -12.19732 0.63775
H 6.05296 -12.03505 -1.37389
H 4.34848 -12.54478 -1.61507
*
```

## Properties
HOMO level = -10.3 eV
LUMO energy = -2.04 eV
orbital gap = 8.2425 eV

=====

no.,total energy (eV)
1,-70998.112
2,-67829.358
3,-545707.206
4,-82383.881